# 1
13
Properties=species:S:1:pos:R:3 method="wB97M-V/def2-TZVPD" orbital_gap_ev="6.288 / 8.248" total_charge=+1 homo_ev="-12.007 / -12.902" relative_energy_kj_mol=83.3 largest_force_ev_per_a=4.22
C -0.127 -1.537 1.107
C -1.180 0.011 -0.537
C -1.832 0.994 -1.311
C 2.723 0.150 0.452
N -0.711 -0.746 0.222
Cl 2.326 1.347 -0.723
Cl 2.195 -1.367 0.448
Cl 3.365 0.955 1.824
H -0.471 -2.590 1.067
H -0.251 -1.118 2.119
H -1.234 1.819 -1.281
H -1.940 0.810 -2.336
H -2.862 1.272 -1.053

***

# 2
31
Properties=species:S:1:pos:R:3 method="wB97M-V/def2-TZVPD" orbital_gap_ev=8.324 total_charge=0 homo_ev=-8.246 relative_energy_kj_mol=6.1 largest_force_ev_per_a=0.46
Pt 1.263 -0.156 0.787
S 3.516 0.303 0.880
C 2.890 1.928 0.903
C 3.502 3.171 0.982
C 2.694 4.294 0.985
C 1.310 4.173 0.919
C 0.761 2.907 0.851
N 1.541 1.830 0.836
H 4.578 3.241 1.044
H 3.143 5.276 1.046
H 0.668 5.041 0.927
H -0.305 2.725 0.814
C -2.417 -2.374 -0.051
P -1.626 -0.832 -0.516
C -0.637 -1.166 -1.975
C -2.926 0.304 -1.020
O -0.860 -0.225 0.646
H -3.052 -2.747 -0.855
H -3.018 -2.212 0.843
H -1.657 -3.123 0.169
H -1.283 -1.542 -2.769
H 0.122 -1.909 -1.735
H -0.139 -0.253 -2.303
H -3.544 -0.142 -1.800
H -2.477 1.223 -1.398
H -3.549 0.542 -0.159
N 1.222 -2.139 0.723
C 1.033 -3.285 0.700
N 0.839 -4.548 0.683
C -0.302 -4.960 0.152
N -1.293 -5.345 -0.307

***

# 3
56
Properties=species:S:1:pos:R:3 method="wB97M-V/def2-TZVPD" orbital_gap_ev=7.832 total_charge=-2 homo_ev=-3.830 relative_energy_kj_mol=17.1 largest_force_ev_per_a=2.76
Tl 0.135 -1.078 1.444
O 2.628 -2.686 1.056
As 2.298 -3.670 -0.470
O 3.708 -3.834 -1.345
O 1.551 -2.029 -1.427
C 2.421 -1.332 -2.192
C 2.947 -1.824 -3.423
C 3.788 -1.074 -4.250
C 4.259 0.188 -3.799
C 3.813 0.646 -2.582
C 2.862 -0.034 -1.848
S 2.161 0.828 -0.458
O 2.613 0.127 0.725
O 2.591 2.219 -0.486
O 0.706 0.659 -0.621
H 3.108 -1.902 0.778
H 2.592 -2.781 -3.748
H 4.181 -1.450 -5.201
H 4.939 0.739 -4.391
H 4.088 1.641 -2.254
C -1.226 -3.495 -2.891
P -2.087 -2.423 -1.683
C -1.698 -0.736 -2.177
C -3.922 -2.696 -2.044
O -1.827 -2.727 -0.278
H -1.255 -3.091 -3.902
H -1.689 -4.492 -2.913
H -0.219 -3.636 -2.461
H -1.467 -0.803 -3.226
H -0.797 -0.374 -1.637
H -2.575 -0.015 -1.994
H -4.280 -2.898 -3.118
H -4.421 -1.820 -1.713
H -4.214 -3.460 -1.326
F -3.369 0.330 5.804
B -3.476 0.358 7.276
F -4.932 0.328 7.569
F -2.956 1.599 7.674
F -2.895 -0.791 7.788
C 0.621 4.588 -0.013
S -0.852 3.575 -0.190
O -2.015 4.529 -0.013
C -0.739 2.696 1.354
C 0.407 2.429 2.061
C 0.364 1.798 3.265
C -0.799 1.229 3.694
C -1.957 1.360 2.898
C -1.935 2.137 1.759
H 0.486 5.281 0.825
H 0.772 5.160 -0.937
H 1.554 3.964 0.103
H 1.396 2.672 1.759
H 1.295 1.844 3.825
H -0.939 0.804 4.734
H -2.903 1.043 3.368
H -2.837 2.381 1.250

***

# 4
67
Properties=species:S:1:pos:R:3 method="wB97M-V/def2-TZVPD" orbital_gap_ev=9.078 total_charge=0 homo_ev=-8.747 relative_energy_kj_mol=6.4 largest_force_ev_per_a=0.87 smiles="NC(=O)[C@H]1CCS[C@@H]2C[C@]3(CCCN3C(=O)Cc3ccc(NC(=O)COc4ccc(Cl)cc4Cl)cc3)C(=O)N12"
N 2.373 3.409 -4.604
C 2.292 4.744 -4.523
O 2.299 5.480 -5.488
C 2.212 5.295 -3.085
C 1.544 6.675 -3.058
C 0.055 6.592 -3.349
S -0.819 5.623 -2.075
C 0.156 4.083 -2.365
C -0.157 2.999 -1.334
C 1.072 2.942 -0.415
C 0.830 3.411 1.023
C 1.863 2.626 1.823
C 1.845 1.265 1.131
N 1.639 1.601 -0.264
C 2.147 0.975 -1.337
O 2.065 1.459 -2.460
C 2.798 -0.376 -1.103
C 1.931 -1.334 -0.337
C 2.452 -2.111 0.689
C 1.660 -3.000 1.392
C 0.311 -3.122 1.075
N -0.551 -3.992 1.750
C -0.278 -4.830 2.772
O 0.795 -4.995 3.307
C -1.505 -5.624 3.250
O -2.655 -5.233 2.535
C -3.854 -5.790 2.845
C -4.071 -6.762 3.813
C -5.344 -7.256 4.044
C -6.414 -6.783 3.305
Cl -8.000 -7.396 3.591
C -6.225 -5.813 2.330
C -4.953 -5.327 2.108
Cl -4.688 -4.122 0.905
C -0.220 -2.350 0.043
C 0.584 -1.472 -0.655
C 2.117 3.825 -1.117
O 3.262 3.981 -0.760
N 1.541 4.377 -2.200
H 2.477 2.995 -5.516
H 2.369 2.795 -3.800
H 3.243 5.379 -2.716
H 2.018 7.290 -3.825
H 1.702 7.137 -2.081
H -0.403 7.579 -3.333
H -0.131 6.122 -4.316
H -0.060 3.778 -3.393
H -0.300 2.042 -1.832
H -1.062 3.244 -0.780
H 0.948 4.488 1.118
H -0.181 3.139 1.333
H 1.621 2.560 2.881
H 2.843 3.086 1.702
H 2.774 0.716 1.275
H 1.012 0.648 1.492
H 3.748 -0.221 -0.585
H 3.024 -0.786 -2.092
H 3.498 -2.027 0.946
H 2.079 -3.598 2.183
H -1.512 -3.986 1.428
H -1.288 -6.690 3.105
H -1.620 -5.437 4.325
H -3.249 -7.143 4.397
H -5.499 -8.010 4.798
H -7.057 -5.443 1.753
H -1.266 -2.445 -0.211
H 0.163 -0.885 -1.458

***

# 5
17
Properties=species:S:1:pos:R:3 method="wB97M-V/def2-TZVPD" orbital_gap_ev=7.584 total_charge=0 homo_ev=-8.858 relative_energy_kj_mol=594.8 largest_force_ev_per_a=0.52
C -2.419 -0.381 -0.272
C -1.178 0.288 -0.850
C 0.118 -0.384 -0.084
O 0.686 -1.345 -0.774
C 0.833 0.879 -0.150
C 2.689 -0.184 0.514
O 2.500 -0.396 1.693
H -3.311 -0.039 -0.807
H -2.343 -1.468 -0.356
H -2.541 -0.124 0.785
H -1.008 0.039 -1.898
H -1.291 1.374 -0.763
H -0.212 -0.624 0.942
H 2.003 -0.768 -0.300
H 0.644 1.683 0.562
H 1.212 1.176 -1.128
H 3.646 0.270 0.172

***

# 6
15
Properties=species:S:1:pos:R:3 method="wB97M-V/def2-TZVPD" orbital_gap_ev=7.292 total_charge=-1 homo_ev=-3.757 relative_energy_kj_mol=27.6 largest_force_ev_per_a=1.00
C 1.321 0.764 -0.954
C 1.575 1.616 -2.231
O 2.410 1.154 -3.040
O 0.927 2.684 -2.295
H 0.779 1.378 -0.237
H 2.286 0.441 -0.545
H 0.798 -0.167 -1.166
C -1.354 -1.722 1.135
C -1.196 -0.223 1.455
H -0.743 -1.971 0.266
H -0.984 -2.309 1.978
H -2.395 -1.999 0.981
H -0.176 0.127 1.358
H -1.438 -0.136 2.518
H -1.810 0.364 0.777

***

Repeat the third record exactly.
56
Properties=species:S:1:pos:R:3 method="wB97M-V/def2-TZVPD" orbital_gap_ev=7.832 total_charge=-2 homo_ev=-3.830 relative_energy_kj_mol=17.1 largest_force_ev_per_a=2.76
Tl 0.135 -1.078 1.444
O 2.628 -2.686 1.056
As 2.298 -3.670 -0.470
O 3.708 -3.834 -1.345
O 1.551 -2.029 -1.427
C 2.421 -1.332 -2.192
C 2.947 -1.824 -3.423
C 3.788 -1.074 -4.250
C 4.259 0.188 -3.799
C 3.813 0.646 -2.582
C 2.862 -0.034 -1.848
S 2.161 0.828 -0.458
O 2.613 0.127 0.725
O 2.591 2.219 -0.486
O 0.706 0.659 -0.621
H 3.108 -1.902 0.778
H 2.592 -2.781 -3.748
H 4.181 -1.450 -5.201
H 4.939 0.739 -4.391
H 4.088 1.641 -2.254
C -1.226 -3.495 -2.891
P -2.087 -2.423 -1.683
C -1.698 -0.736 -2.177
C -3.922 -2.696 -2.044
O -1.827 -2.727 -0.278
H -1.255 -3.091 -3.902
H -1.689 -4.492 -2.913
H -0.219 -3.636 -2.461
H -1.467 -0.803 -3.226
H -0.797 -0.374 -1.637
H -2.575 -0.015 -1.994
H -4.280 -2.898 -3.118
H -4.421 -1.820 -1.713
H -4.214 -3.460 -1.326
F -3.369 0.330 5.804
B -3.476 0.358 7.276
F -4.932 0.328 7.569
F -2.956 1.599 7.674
F -2.895 -0.791 7.788
C 0.621 4.588 -0.013
S -0.852 3.575 -0.190
O -2.015 4.529 -0.013
C -0.739 2.696 1.354
C 0.407 2.429 2.061
C 0.364 1.798 3.265
C -0.799 1.229 3.694
C -1.957 1.360 2.898
C -1.935 2.137 1.759
H 0.486 5.281 0.825
H 0.772 5.160 -0.937
H 1.554 3.964 0.103
H 1.396 2.672 1.759
H 1.295 1.844 3.825
H -0.939 0.804 4.734
H -2.903 1.043 3.368
H -2.837 2.381 1.250